33
Properties=species:S:1:pos:R:3:lowdin_charge:R:1 method="wB97M-V/def2-TZVPD" de_lowest_kcal_mol=43.6 e_homo_ev=-9.636 smiles="NC(=O)CC[C@H](NC(=O)[C@@H](N)CC(=O)O)C(=O)O" charge=0 lumo_energy_ha=0.0092
C 0.1439 -1.5181 1.1822 -0.236
C -0.4108 -0.2412 0.6145 -0.480
C -1.0303 -2.5423 1.2331 -0.040
C -1.5654 -2.9070 -0.1104 -0.553
C -0.0512 2.2280 0.3549 -0.206
C -1.5139 2.7981 0.6141 -0.462
C 0.3087 2.3221 -1.1493 -0.128
C 1.6882 1.8033 -1.5153 -0.108
C 1.8417 0.2972 -1.2215 -0.560
H 1.4082 -1.8727 2.6301 0.077
H -0.0059 -1.3148 3.1264 0.060
H 1.0520 -1.7370 0.5673 0.148
H -1.8870 -2.0727 1.6625 0.127
H -0.6185 -3.3992 1.8036 0.147
H -0.6571 -3.3346 -1.7661 0.145
H 0.6596 0.7784 1.7570 0.132
H 0.5302 2.8626 0.9343 0.136
H -0.4888 1.8098 -1.7743 0.138
H 0.3071 3.4505 -1.3635 0.152
H 1.8345 2.0536 -2.5614 0.117
H 2.4611 2.2600 -0.8329 0.143
H 1.2596 -1.4245 -2.0604 0.113
H 0.8606 0.0626 -2.9017 0.075
H -2.0755 1.0471 0.1064 0.063
N 0.7519 -1.1204 2.5272 0.077
N 0.0889 0.9655 0.9475 0.127
N 1.2179 -0.4296 -2.1662 0.207
O -1.2770 -0.3523 -0.1871 0.088
O -2.7162 -2.8312 -0.4478 0.131
O -0.5019 -3.3752 -0.7940 0.088
O -1.7452 3.9472 0.8235 0.122
O 2.6366 -0.1230 -0.4029 0.052
O -2.5059 1.9099 0.3702 0.106

77
Properties=species:S:1:pos:R:3:lowdin_charge:R:1 method="wB97M-V/def2-TZVPD" e_homo_ev=-11.102 charge=+1 lumo_energy_ha=-0.1695
C -3.1466 0.8049 -4.6039 -0.135
C -1.7213 0.6802 -3.7373 -0.268
C -0.5460 0.4252 -4.8436 -0.227
C 0.9675 0.2367 -4.2514 -0.181
C 1.0769 -0.2348 -2.6923 -0.186
N 1.3272 0.8601 -1.6803 -0.080
C 2.3049 2.0150 -1.9845 0.049
C 2.6798 3.2269 -0.9472 0.006
C 1.9422 3.2675 0.5262 0.008
C 0.9108 2.0353 0.8520 -0.016
C 0.6574 0.8398 -0.2901 -0.228
P -0.5370 -0.5578 0.3052 0.889
C 0.1695 -2.2952 -0.0424 -0.337
C -2.2918 -0.2980 -0.3918 -0.319
H -4.0704 0.5287 -3.9308 0.079
H -3.0885 0.0162 -5.4947 0.084
H -3.2514 1.8616 -5.1374 0.090
H -1.5663 1.6046 -3.0362 0.112
H -1.8373 -0.3465 -3.1388 0.084
H -0.8030 -0.5029 -5.5425 0.127
H -0.5257 1.3772 -5.5632 0.129
H 1.4579 -0.6444 -4.8927 0.134
H 1.5674 1.1989 -4.5398 0.099
H 0.1557 -0.9242 -2.4662 0.113
H 2.0275 -0.9559 -2.6308 0.148
H 2.8796 2.0467 -3.0310 0.135
H 3.4623 4.0687 -1.2259 0.116
H 2.2061 4.1365 1.2798 0.117
H 0.3522 2.0066 1.9044 0.117
H 1.2321 -2.1786 -0.5774 0.048
H 0.3683 -2.9593 0.9005 0.058
H -0.4932 -2.9542 -0.7770 0.075
H -2.2944 0.7804 -0.9045 0.056
H -3.0321 -0.2928 0.5265 0.052
H -2.6277 -1.0995 -1.2037 0.062
C 2.0844 -5.3297 -1.4480 -0.162
O 1.5561 -5.2618 -0.1363 -0.147
H 1.2837 -5.6010 -2.1399 0.081
H 2.4910 -4.3549 -1.7289 0.064
H 2.8694 -6.0888 -1.4869 0.077
H 2.2889 -5.0193 0.4549 0.057
C 3.3715 1.1122 3.7160 -0.171
O 2.8206 -0.1716 3.4866 -0.130
H 3.9263 1.0978 4.6570 0.087
H 4.0505 1.3695 2.8992 0.057
H 2.5670 1.8488 3.7810 0.066
H 2.3347 -0.1281 2.6456 0.056
C -5.0884 2.1263 0.7405 -0.162
O -4.0102 1.7712 1.5865 -0.157
H -5.6304 1.2213 0.4567 0.058
H -5.7635 2.8009 1.2729 0.082
H -4.7025 2.6141 -0.1580 0.075
H -3.5483 2.5938 1.8216 0.055
C -3.1853 4.7861 4.1998 -0.153
O -2.5686 4.5991 2.9392 -0.145
H -4.1171 4.2165 4.2274 0.084
H -2.5190 4.4289 4.9889 0.080
H -3.4045 5.8466 4.3456 0.081
H -1.7450 5.1159 2.9444 0.082
C 6.9171 0.5147 2.6911 -0.161
O 6.3849 1.8263 2.7169 -0.154
H 6.6280 0.0323 1.7545 0.081
H 8.0072 0.5615 2.7529 0.079
H 6.5181 -0.0582 3.5318 0.077
H 6.6577 2.2289 3.5588 0.090
C -8.5682 0.0199 -0.2596 -0.154
O -7.7769 0.6706 0.7174 -0.149
H -8.4532 0.5394 -1.2137 0.082
H -8.2357 -1.0154 -0.3686 0.077
H -9.6178 0.0467 0.0432 0.078
H -7.8992 0.1877 1.5524 0.093
C 4.7589 -6.8233 1.8100 -0.153
O 4.2268 -5.5116 1.8358 -0.142
H 4.4698 -7.3057 0.8734 0.080
H 5.8490 -6.7765 1.8719 0.079
H 4.3599 -7.3961 2.6507 0.082
H 4.4995 -5.1090 2.6778 0.089

Copy entry 2 word for word.
77
Properties=species:S:1:pos:R:3:lowdin_charge:R:1 method="wB97M-V/def2-TZVPD" e_homo_ev=-11.102 charge=+1 lumo_energy_ha=-0.1695
C -3.1466 0.8049 -4.6039 -0.135
C -1.7213 0.6802 -3.7373 -0.268
C -0.5460 0.4252 -4.8436 -0.227
C 0.9675 0.2367 -4.2514 -0.181
C 1.0769 -0.2348 -2.6923 -0.186
N 1.3272 0.8601 -1.6803 -0.080
C 2.3049 2.0150 -1.9845 0.049
C 2.6798 3.2269 -0.9472 0.006
C 1.9422 3.2675 0.5262 0.008
C 0.9108 2.0353 0.8520 -0.016
C 0.6574 0.8398 -0.2901 -0.228
P -0.5370 -0.5578 0.3052 0.889
C 0.1695 -2.2952 -0.0424 -0.337
C -2.2918 -0.2980 -0.3918 -0.319
H -4.0704 0.5287 -3.9308 0.079
H -3.0885 0.0162 -5.4947 0.084
H -3.2514 1.8616 -5.1374 0.090
H -1.5663 1.6046 -3.0362 0.112
H -1.8373 -0.3465 -3.1388 0.084
H -0.8030 -0.5029 -5.5425 0.127
H -0.5257 1.3772 -5.5632 0.129
H 1.4579 -0.6444 -4.8927 0.134
H 1.5674 1.1989 -4.5398 0.099
H 0.1557 -0.9242 -2.4662 0.113
H 2.0275 -0.9559 -2.6308 0.148
H 2.8796 2.0467 -3.0310 0.135
H 3.4623 4.0687 -1.2259 0.116
H 2.2061 4.1365 1.2798 0.117
H 0.3522 2.0066 1.9044 0.117
H 1.2321 -2.1786 -0.5774 0.048
H 0.3683 -2.9593 0.9005 0.058
H -0.4932 -2.9542 -0.7770 0.075
H -2.2944 0.7804 -0.9045 0.056
H -3.0321 -0.2928 0.5265 0.052
H -2.6277 -1.0995 -1.2037 0.062
C 2.0844 -5.3297 -1.4480 -0.162
O 1.5561 -5.2618 -0.1363 -0.147
H 1.2837 -5.6010 -2.1399 0.081
H 2.4910 -4.3549 -1.7289 0.064
H 2.8694 -6.0888 -1.4869 0.077
H 2.2889 -5.0193 0.4549 0.057
C 3.3715 1.1122 3.7160 -0.171
O 2.8206 -0.1716 3.4866 -0.130
H 3.9263 1.0978 4.6570 0.087
H 4.0505 1.3695 2.8992 0.057
H 2.5670 1.8488 3.7810 0.066
H 2.3347 -0.1281 2.6456 0.056
C -5.0884 2.1263 0.7405 -0.162
O -4.0102 1.7712 1.5865 -0.157
H -5.6304 1.2213 0.4567 0.058
H -5.7635 2.8009 1.2729 0.082
H -4.7025 2.6141 -0.1580 0.075
H -3.5483 2.5938 1.8216 0.055
C -3.1853 4.7861 4.1998 -0.153
O -2.5686 4.5991 2.9392 -0.145
H -4.1171 4.2165 4.2274 0.084
H -2.5190 4.4289 4.9889 0.080
H -3.4045 5.8466 4.3456 0.081
H -1.7450 5.1159 2.9444 0.082
C 6.9171 0.5147 2.6911 -0.161
O 6.3849 1.8263 2.7169 -0.154
H 6.6280 0.0323 1.7545 0.081
H 8.0072 0.5615 2.7529 0.079
H 6.5181 -0.0582 3.5318 0.077
H 6.6577 2.2289 3.5588 0.090
C -8.5682 0.0199 -0.2596 -0.154
O -7.7769 0.6706 0.7174 -0.149
H -8.4532 0.5394 -1.2137 0.082
H -8.2357 -1.0154 -0.3686 0.077
H -9.6178 0.0467 0.0432 0.078
H -7.8992 0.1877 1.5524 0.093
C 4.7589 -6.8233 1.8100 -0.153
O 4.2268 -5.5116 1.8358 -0.142
H 4.4698 -7.3057 0.8734 0.080
H 5.8490 -6.7765 1.8719 0.079
H 4.3599 -7.3961 2.6507 0.082
H 4.4995 -5.1090 2.6778 0.089